Formula: C57H152O19
Source: the Open Molecules 2025 dataset
Level of theory: ωB97M-V/def2-TZVPD

Element x y z (Å)
C  1.75532  -0.60600  4.97492
C  3.30782  -0.90565  5.00777
C  3.68820  -2.38088  5.13602
O  3.92173  -0.39133  3.82460
H  1.28006  -0.90285  5.90660
H  1.25363  -1.21078  4.19283
H  1.52136  0.45321  4.85553
H  3.76443  -0.43018  5.87111
H  3.11099  -2.98478  4.46054
H  3.58602  -2.73483  6.17049
H  4.73484  -2.45805  4.83202
H  3.64155  0.56142  3.76928
C  -1.65440  -2.26417  3.79845
C  -1.58495  -3.13779  2.52761
C  -0.29585  -3.90467  2.44524
O  -2.70161  -4.09593  2.53578
H  -2.05236  -2.89326  4.59041
H  -2.40051  -1.47490  3.57793
H  -0.73222  -1.74110  4.10146
H  -1.71005  -2.46759  1.68288
H  0.57187  -3.28489  2.45893
H  -0.28285  -4.41900  1.48764
H  -0.40673  -4.73023  3.18429
H  -3.48836  -3.69328  2.03674
C  -1.78806  2.31885  -3.42168
C  -2.20257  0.89372  -3.12697
C  -3.72496  0.81915  -2.85741
O  -1.89069  0.14582  -4.30552
H  -2.35336  2.62210  -4.29994
H  -0.69588  2.48951  -3.61961
H  -2.08759  3.00655  -2.57569
H  -1.68070  0.40818  -2.23018
H  -3.95411  1.17806  -1.89233
H  -4.04364  -0.19410  -2.93233
H  -4.26863  1.37275  -3.63940
H  -2.30035  -0.68696  -4.09527
C  5.09713  3.36727  -0.97561
C  4.27273  3.75224  0.20305
C  3.01014  2.96170  0.53237
O  5.11380  3.94155  1.32513
H  5.79946  4.21974  -1.01779
H  4.54201  3.21153  -1.89848
H  5.67978  2.43516  -0.82685
H  3.99618  4.79635  -0.00637
H  3.17036  1.89000  0.74709
H  2.31901  2.99015  -0.34836
H  2.49695  3.43045  1.40859
H  5.50553  3.10080  1.47821
C  -0.04296  -0.32242  -7.19737
C  1.44488  -0.45292  -7.48073
C  1.91525  0.39613  -8.61289
O  2.05198  -0.09044  -6.23125
H  -0.45331  0.66848  -7.06135
H  -0.40964  -0.81292  -6.28654
H  -0.58392  -0.82832  -8.01379
H  1.51873  -1.51431  -7.65771
H  2.95253  0.68130  -8.52519
H  1.30427  1.33852  -8.54437
H  1.72656  -0.09705  -9.54015
H  3.02281  -0.20948  -6.22921
C  -6.43464  -2.54008  1.36882
C  -5.19505  -1.85027  0.83296
C  -4.45656  -0.90530  1.77903
O  -4.30594  -2.89499  0.44620
H  -6.78313  -3.10748  0.49255
H  -7.22557  -1.84566  1.67546
H  -6.18888  -3.22912  2.16572
H  -5.39616  -1.30181  -0.11656
H  -5.03436  -0.13179  2.33037
H  -3.71919  -0.43940  1.18415
H  -4.05711  -1.59234  2.49610
H  -3.56566  -2.53747  -0.01999
C  3.14338  -3.07928  0.31267
C  4.44535  -2.38493  0.60413
C  4.41561  -0.87706  0.47799
O  4.96824  -2.71658  1.90748
H  2.85634  -2.89758  -0.72369
H  2.31443  -2.81731  0.98609
H  3.28772  -4.14185  0.43205
H  5.15062  -2.77789  -0.16002
H  3.85434  -0.44624  1.28469
H  3.87880  -0.69144  -0.43703
H  5.43029  -0.50551  0.51171
H  4.64615  -2.03179  2.52749
C  3.27330  -7.80664  1.30913
C  2.50897  -8.98039  0.58849
C  1.24891  -9.39774  1.30684
O  2.24734  -8.57276  -0.74039
H  4.21531  -7.56909  0.87748
H  3.48095  -8.24210  2.31233
H  2.59062  -6.93944  1.36753
H  3.23581  -9.79157  0.39832
H  0.56363  -8.58157  1.36096
H  1.42799  -9.70935  2.32733
H  0.69966  -10.23965  0.86788
H  1.90758  -9.34483  -1.19553
C  2.14396  -5.85934  -2.88125
C  3.63546  -6.10960  -3.15472
C  4.38598  -4.89311  -3.28813
O  4.16088  -6.88011  -2.04146
H  1.57251  -6.80729  -2.98603
H  1.70378  -5.20960  -3.65425
H  1.99974  -5.54167  -1.84048
H  3.69404  -6.72405  -4.01801
H  4.09782  -4.38668  -4.19714
H  5.46823  -5.03402  -3.31210
H  4.17597  -4.13280  -2.51317
H  3.43193  -7.39141  -1.77894
C  -10.23890  2.06182  1.69040
C  -9.62019  1.18454  0.64620
C  -8.45660  1.82769  -0.12657
O  -9.17528  -0.02245  1.39072
H  -9.39721  2.46377  2.33601
H  -10.85668  1.43851  2.35716
H  -10.77858  2.90687  1.27769
H  -10.34330  0.90040  -0.14237
H  -8.84115  2.82988  -0.51245
H  -8.06980  1.20374  -0.88929
H  -7.60336  2.05581  0.52736
H  -8.35041  -0.27596  0.95728
C  -1.79250  -4.19882  -1.23751
C  -1.17503  -2.84091  -1.43614
C  -0.67418  -2.57597  -2.82405
O  -2.24299  -1.89848  -1.12699
H  -2.68486  -4.28893  -1.84712
H  -1.90020  -4.33391  -0.14371
H  -1.00459  -4.92540  -1.62223
H  -0.43606  -2.60825  -0.70088
H  -1.37828  -2.98745  -3.53964
H  0.26420  -3.12000  -2.94682
H  -0.33943  -1.55515  -3.01761
H  -1.76694  -1.13600  -0.77759
C  -0.99391  6.98622  -2.07856
C  0.19264  6.06892  -1.81982
C  0.58051  6.18417  -0.38728
O  -0.03277  4.71863  -2.22411
H  -1.81609  6.94776  -1.32490
H  -1.42917  6.71614  -3.03981
H  -0.73949  8.02857  -1.97596
H  1.03273  6.34612  -2.49088
H  -0.13715  5.79838  0.36974
H  0.69441  7.26060  -0.10847
H  1.54332  5.70116  -0.24534
H  -0.91562  4.40657  -1.88224
C  -0.30712  2.72548  5.64535
C  -0.81803  3.89825  4.84132
C  0.00342  4.25187  3.62793
O  -2.13962  3.50105  4.41944
H  -0.18177  1.79760  5.06338
H  -1.00130  2.45446  6.44181
H  0.63677  2.96460  6.14070
H  -0.88910  4.85498  5.44303
H  -0.40990  5.17073  3.17953
H  -0.03782  3.46033  2.86227
H  1.09680  4.35998  3.92512
H  -2.64702  4.28493  4.55329
C  -4.83310  3.41701  1.92934
C  -3.64400  2.98692  1.10681
C  -2.95955  4.22638  0.46521
O  -2.67468  2.23217  1.84549
H  -4.47631  4.15856  2.62213
H  -5.40059  2.66889  2.44935
H  -5.63448  3.92527  1.38459
H  -4.02904  2.33678  0.32353
H  -2.66848  4.87485  1.32914
H  -3.69648  4.75222  -0.11516
H  -2.10774  4.03762  -0.11611
H  -2.53638  2.65371  2.73518
C  -5.83171  1.59872  5.35776
C  -7.07444  0.85699  4.76379
C  -8.39172  1.24694  5.47025
O  -7.05282  1.14767  3.38756
H  -6.02553  2.66136  5.38135
H  -4.90401  1.28362  4.83653
H  -5.66610  1.26697  6.38752
H  -6.94166  -0.21886  4.92060
H  -8.65313  2.34637  5.41805
H  -8.36852  0.89968  6.50526
H  -9.28501  0.69501  5.03195
H  -7.74394  0.63101  2.90350
C  5.52399  2.31649  5.09806
C  4.04339  2.68043  4.94608
C  3.78544  4.08077  5.41815
O  3.61263  2.44176  3.60952
H  5.99669  2.49932  6.08100
H  6.08855  2.95689  4.43198
H  5.78476  1.29309  4.97132
H  3.47920  1.86203  5.42370
H  2.69989  4.29851  5.53474
H  4.23694  4.89186  4.87306
H  4.28545  4.06433  6.45576
H  4.09381  3.02520  3.04074
C  1.44218  3.61421  -5.38179
C  2.37307  2.81562  -4.46205
C  3.79432  2.78182  -5.04047
O  2.44574  3.49546  -3.20361
H  1.51841  3.21947  -6.44201
H  1.67840  4.70736  -5.46836
H  0.39995  3.48549  -5.10770
H  2.08823  1.76689  -4.24399
H  4.21391  3.72697  -5.01793
H  3.72382  2.35705  -6.04677
H  4.42348  2.15955  -4.34984
H  1.52647  3.82622  -3.04643
C  0.87990  0.29376  1.36573
C  0.33770  0.96046  0.09726
C  1.00415  0.31263  -1.10095
O  -1.08414  0.76083  0.06122
H  2.00341  0.29871  1.39918
H  0.51576  -0.78826  1.37777
H  0.49372  0.82105  2.24483
H  0.54654  2.03518  0.13831
H  2.06055  0.59123  -1.13305
H  0.53646  0.64488  -2.06359
H  0.87565  -0.83437  -0.99376
H  -1.41466  1.36208  0.78197
C  5.41905  -1.40967  -4.49939
C  6.04270  -1.16183  -5.86250
C  5.97395  -2.37115  -6.73122
O  5.34713  -0.18361  -6.62663
H  5.97836  -2.06989  -3.81361
H  4.38326  -1.76945  -4.62190
H  5.40677  -0.47323  -3.90476
H  7.07103  -0.90639  -5.73361
H  6.48382  -3.22672  -6.30661
H  6.52614  -2.17792  -7.63492
H  4.95980  -2.69669  -6.96695
H  5.38414  0.70127  -6.24319

Its HOMO energy is -9.508 eV. For the LUMO energy, the calculation gives 0.3 eV. Its energy above the lowest of the compared OMol25 structures with the same formula, charge and spin is 305.7 kJ/mol. The total energy is -3692.37750 Ha. The calculation puts the strongest force on any atom at 3.1 eV Å⁻¹. The orbital gap comes out at 9.78 eV. As for the multiplicity: 1.

Atomic partial charges in e from the Mulliken method, atoms 1 to 5: number 1, C, carries -0.037; number 2, C, carries 0.921; number 3, C, carries -1.806; number 4, O, carries -0.326; number 5, H, carries 0.668